Entry 1:
CH2O2S2 | the ωB97M-V functional and the def2-TZVPD basis

The geometry in XYZ format:
```
7
CH2O2S2, DFT the ωB97M-V functional and the def2-TZVPD basis
O 0.75 2.34 0.07
S 0.83 0.89 -0.12
O 1.56 0.47 -1.25
C -0.58 0.04 0.11
S -0.89 -1.55 -0.49
H -1.11 0.08 1.05
H -0.56 -2.27 0.62
```

The energy is -26831.705 eV. The value obtained for the HOMO-LUMO gap (spin up / spin down) is 7.9 / 7.9 eV. For the HOMO energy (spin up / spin down), the calculation gives -9.84 / -9.84 eV. As for the structure (SMILES): O=S(=O)=CS. As for the multiplicity: 1. The LUMO energy (spin up / spin down) is -0.071 / -0.071 Ha. Its charge is 0.

natural (NBO) population analysis, charges in e, atoms 1 to 5: -0.8478, 1.9836, -0.8602, -0.7758, 0.1160

Entry 2:
C9H9N5OPbS | the ωB97M-V functional and the def2-TZVPD basis

The geometry in XYZ format:
```
26
C9H9N5OPbS, DFT the ωB97M-V functional and the def2-TZVPD basis
Pb 0.09 0.03 -1.32
S -0.26 -0.49 1.40
C -1.10 -1.88 0.90
C -1.62 -2.81 1.81
C -2.28 -3.92 1.32
C -2.39 -4.08 -0.05
C -1.85 -3.10 -0.91
N -1.22 -2.04 -0.46
H -1.50 -2.64 2.88
H -2.69 -4.66 2.00
H -2.90 -4.94 -0.47
H -1.93 -3.21 -1.98
N -1.41 2.04 -0.79
H -1.58 2.63 -1.60
H -1.00 2.65 -0.08
H -2.33 1.78 -0.43
N 4.45 0.65 0.47
C 3.57 0.37 -0.47
O 2.33 0.47 -0.35
C 4.07 -0.10 -1.79
C 3.05 -0.47 -2.69
N 2.09 -0.71 -3.29
C 5.44 -0.19 -2.09
N 6.58 -0.29 -2.26
H 4.12 0.99 1.37
H 5.44 0.57 0.32
```

The energy is -35043.213 eV. The value obtained for the HOMO-LUMO gap (spin up / spin down) is 6.6 / 6.8 eV. For the HOMO energy (spin up / spin down), the calculation gives -16.54 / -16.29 eV. As for the multiplicity: 1. The LUMO energy (spin up / spin down) is -0.365 / -0.347 Ha. Its charge is +2.

natural (NBO) population analysis, charges in e, atoms 1 to 5: 1.4446, 0.1767, -0.0461, -0.1320, -0.1467

Entry 3:
CH4N2O2 | the ωB97M-V functional and the def2-TZVPD basis

The geometry in XYZ format:
```
9
CH4N2O2, DFT the ωB97M-V functional and the def2-TZVPD basis
N 0.63 0.82 0.22
N -0.15 -0.29 -0.16
O 0.45 -1.41 0.41
C -1.49 -0.16 -0.27
O -2.09 0.85 -0.41
H 0.01 1.60 0.53
H 1.32 0.54 1.00
H 1.16 -1.78 -0.30
H -1.97 -1.14 -0.17
```

The energy is -8173.955 eV. The value obtained for the HOMO-LUMO gap is 9.4 eV. For the HOMO energy, the calculation gives -8.91 eV. As for the structure (SMILES): NN(O)C=O. As for the multiplicity: 1. The LUMO energy is 0.019 Ha. Its charge is 0.

natural (NBO) population analysis, charges in e, atoms 1 to 5: -0.6982, -0.0245, -0.5468, 0.4909, -0.5813